Entry 1:
Below is one molecule with the formula C4H7NO, with properties calculated with ωB97M-V/def2-TZVPD.

```
13
Properties=species:S:1:pos:R:3:forces:R:3:nbo_charge:R:1
C 0.576 -0.978 0.477 -0.1 -0.1 0.1 -0.471
C -0.864 -0.987 -0.069 0.1 -0.2 -0.1 -0.075
O -1.521 0.227 0.298 0.0 0.1 0.0 -0.489
C -0.849 1.343 -0.069 0.1 0.1 0.0 0.187
N 0.455 1.299 -0.252 -0.2 0.1 0.0 -0.438
C 1.285 0.244 -0.006 0.0 -0.1 -0.1 -0.287
H 0.499 -1.017 1.574 0.0 0.0 -0.2 0.204
H 1.102 -1.888 0.163 -0.1 0.1 0.0 0.220
H -0.852 -1.085 -1.162 0.0 0.0 0.1 0.170
H -1.480 -1.785 0.354 0.1 0.1 -0.1 0.193
H -1.406 2.267 -0.098 0.1 -0.1 0.0 0.182
H 0.875 2.153 -0.596 -0.1 -0.1 0.0 0.417
H 2.180 0.207 -0.615 -0.1 0.0 0.1 0.187
```
Positions in Å, forces in eV/Å.

Its orbital gap (spin up / spin down) is 7.047 / 7.046 eV. Its net charge is 0. For the HOMO energy (spin up / spin down), the calculation gives -6.141 / -6.140 eV. Its LUMO energy (spin up / spin down) is 0.91 / 0.91 eV. The energy comes out at -7796.50832 eV.

Entry 2:
Below is one molecule with the formula C4H7NO, with properties calculated with ωB97M-V/def2-TZVPD.

```
13
Properties=species:S:1:pos:R:3:forces:R:3:nbo_charge:R:1
C 1.093 1.663 -0.036 0.0 0.0 0.0 -0.639
C 0.354 0.717 -0.953 0.0 0.3 -0.1 -0.067
O 0.467 -0.664 -0.552 -0.1 -0.1 -0.1 -0.473
C -1.236 -2.131 0.765 -0.1 -0.3 0.0 -0.318
C -0.419 -1.048 0.335 -0.3 0.1 0.3 0.497
N -1.182 -0.643 1.244 0.3 0.0 -0.4 -0.407
H 2.144 1.372 0.045 -0.1 0.1 0.0 0.216
H 1.030 2.672 -0.462 0.1 -0.1 0.1 0.219
H 0.640 1.675 0.960 0.1 0.0 -0.1 0.226
H 0.775 0.721 -1.960 -0.1 0.1 0.1 0.192
H -0.710 0.972 -0.999 0.1 0.0 -0.1 0.188
H -0.840 -2.896 1.427 -0.1 0.1 0.1 0.185
H -2.117 -2.409 0.185 0.1 0.0 0.1 0.182
```
Positions in Å, forces in eV/Å.

Its orbital gap is 10.953 eV. Its net charge is 0. For the HOMO energy, the calculation gives -9.920 eV. Its LUMO energy is 1.03 eV. The energy comes out at -7796.77386 eV.